# C17H37NSi4TeZn

C17H37NSi4TeZn as an isolated structure at a distorted geometry (wB97M-V/def2-TZVPD, the OMol25 dataset).

Its net charge is -2. For the gap between HOMO and LUMO (alpha / beta), the calculation gives 2.04 / 2.35 eV. As for the calculated total energy: -3929.88402 Ha. The calculation puts the LUMO energy (alpha / beta) at 4.404 / 4.387 eV. The energy relative to the best compared isomer or geometry (same formula, charge and spin) comes out at 8.4 kcal per mole.

Structure (XYZ):
```
61
C17H37NSi4TeZn, DFT wB97M-V/def2-TZVPD
C 1.04 -1.51 -5.27
C -0.36 -1.61 -5.58
C -1.03 -2.16 -4.45
C -0.08 -2.44 -3.44
C 1.22 -2.03 -3.91
Zn 0.78 0.10 -3.86
C -1.56 1.77 -4.20
C -0.25 1.80 -4.54
C 0.62 2.57 -5.23
N 0.60 1.18 -2.27
H -2.09 -2.40 -4.41
H -0.82 -1.35 -6.54
H -0.27 -2.95 -2.50
H 2.18 -2.26 -3.45
H 1.84 -1.34 -5.98
H -2.17 0.85 -4.32
H 1.41 1.59 -1.80
H -2.05 2.65 -3.78
H 0.26 3.42 -5.82
H 1.70 2.36 -5.29
C -3.53 -0.17 1.92
Si -1.91 -1.06 2.28
C -1.68 -1.18 4.15
C -1.98 -2.80 1.55
Si -0.18 0.10 1.20
Te -0.98 0.92 -1.04
Si 0.00 2.25 2.15
C 0.26 2.15 4.02
C 1.46 3.11 1.34
C -1.58 3.21 1.78
Si 1.82 -1.06 1.59
C 2.13 -1.24 3.45
C 1.68 -2.77 0.82
C 3.24 -0.14 0.79
H -4.36 -0.82 2.25
H -3.66 0.02 0.85
H -3.62 0.78 2.45
H -2.53 -1.74 4.55
H -0.76 -1.71 4.43
H -1.67 -0.19 4.64
H -1.96 -2.78 0.45
H -1.16 -3.44 1.90
H -2.92 -3.27 1.86
H 1.18 1.62 4.29
H 0.34 3.19 4.38
H -0.59 1.68 4.53
H 1.44 3.04 0.24
H 1.41 4.17 1.61
H 2.42 2.71 1.70
H -1.81 3.24 0.71
H -2.45 2.81 2.32
H -1.42 4.25 2.13
H 1.36 -1.81 3.96
H 3.09 -1.78 3.57
H 2.24 -0.27 3.95
H 1.37 -2.72 -0.23
H 2.68 -3.24 0.85
H 0.99 -3.43 1.35
H 3.04 0.09 -0.26
H 3.48 0.80 1.31
H 4.14 -0.78 0.83
```